[1]
2 unconnected molecules or ions with the total composition C4H12 at a distorted geometry, computed with ωB97M-V with the def2-TZVPD basis set.

XYZ file:
```
16
Properties=species:S:1:pos:R:3:forces:R:3
C 1.38817 0.31334 1.12377 -0.129 0.244 -0.930
C 2.26069 -0.51185 2.05510 0.081 -0.415 0.086
H 1.18627 -0.22075 0.20225 0.275 -0.193 -0.256
H 0.37683 0.56754 1.44659 0.200 -0.084 0.636
H 1.85563 1.24374 0.80541 0.067 0.125 0.183
H 3.32752 -0.28569 2.00295 -0.134 0.512 0.003
H 1.93240 -0.40858 3.08821 0.164 -0.166 0.057
H 2.25784 -1.56555 1.76178 -0.431 -0.011 0.286
C -1.06900 -0.01453 -1.72053 -1.155 -1.339 0.435
C -2.56965 0.18709 -1.43803 0.246 1.237 -1.384
H -0.56006 0.85973 -2.10491 0.118 0.017 0.064
H -0.65979 -0.41588 -0.80500 0.653 0.542 0.334
H -0.96396 -0.87495 -2.37778 0.175 0.195 -0.545
H -3.14934 0.16599 -2.36865 0.070 -0.252 0.058
H -2.73560 1.21108 -1.09481 -0.100 -0.232 0.561
H -2.98125 -0.54995 -0.77369 -0.100 -0.179 0.411
```
Forces are in eV/Å.

Properties
SMILES: CC.CC
Charge: 0
2S+1: 1
E_tot: -4342.1472 eV
HOMO level: -11.4 eV
Orbital gap: 12.6 eV
ΔE to the lowest compared entry with this formula, charge and spin: 8.8 kcal per mole

=====

[2]
2 unconnected molecules or ions with the total composition C5H13NO at a distorted geometry, computed with ωB97M-V with the def2-TZVPD basis set.

XYZ file:
```
20
Properties=species:S:1:pos:R:3:forces:R:3
C -1.10993 1.74486 -0.52429 0.804 -0.424 -0.855
C -0.05363 0.62235 -0.71254 -0.894 0.232 0.339
C 1.31056 1.06359 -0.17940 0.667 0.184 -1.298
C 2.32504 -0.04405 -0.03151 0.759 2.065 -0.813
C 3.56105 0.14395 0.51763 -1.385 -1.670 0.180
N -0.59854 -0.63483 -0.14862 0.466 0.643 -0.498
H -1.56565 1.90905 -1.49927 -0.403 0.071 0.123
H -0.61521 2.67944 -0.26593 -0.239 0.075 0.378
H -1.86521 1.40914 0.17880 -0.016 0.316 0.183
H 0.02877 0.44460 -1.78622 0.194 -0.105 -0.004
H 1.69311 1.81470 -0.89029 -0.054 0.110 0.119
H 1.22986 1.58647 0.77149 -0.177 -0.117 0.154
H 2.18633 -0.91884 -0.66500 -0.704 -1.003 1.512
H 4.26201 0.95593 0.40737 -0.688 0.889 1.061
H 3.70962 -0.68199 1.21632 1.773 -0.523 -1.018
H -0.47090 -0.61674 0.85908 0.041 -0.246 -0.037
H -0.01131 -1.35523 -0.54714 -0.152 -0.492 0.476
H -4.35769 -3.18059 1.80910 -0.117 0.212 -0.077
H -5.11635 -3.22159 0.45258 0.019 0.203 0.143
O -4.54192 -3.72021 1.03785 0.105 -0.421 -0.069
```
Forces are in eV/Å.

Properties
SMILES: C=CC[C@H](C)N.O
Charge: 0
2S+1: 1
E_tot: -8930.6518 eV
HOMO level: -8.3 eV
Orbital gap: 9.0 eV
ΔE to the lowest compared entry with this formula, charge and spin: 77.5 kcal per mole

=====

[3]
A molecular structure, C47H52AsBrClN2O5PTl, computed with ωB97M-V with the def2-TZVPD basis set.

XYZ file:
```
111
Properties=species:S:1:pos:R:3:forces:R:3
Tl -0.07929 -0.53683 0.90251 0.272 -0.097 -0.007
C 1.78797 1.64669 2.93934 0.052 0.019 0.010
O 0.74129 1.76803 1.97155 -0.202 -0.102 0.020
C -0.31055 2.63329 2.39746 0.033 0.096 -0.028
C -1.31466 1.94078 3.29660 -0.005 -0.067 0.039
O -1.99434 0.87497 2.63446 0.036 0.011 -0.054
C -3.24158 1.19627 2.02070 -0.054 -0.047 0.005
C -3.11294 1.36215 0.52245 0.035 0.001 -0.045
O -2.69577 0.13999 -0.08546 -0.033 0.055 0.010
C -3.70905 -0.46713 -0.87939 0.010 0.028 -0.018
H 2.20866 2.63072 3.15417 0.014 -0.006 -0.006
H 2.55659 1.01725 2.50117 0.009 -0.002 0.016
H 1.43478 1.18869 3.86555 -0.019 0.008 0.011
H -0.79565 2.99174 1.48836 -0.014 0.020 0.019
H 0.11083 3.50082 2.91511 0.009 -0.025 0.011
H -2.02986 2.66990 3.68687 0.006 0.010 -0.014
H -0.80536 1.49069 4.15151 0.006 0.038 0.004
H -3.67115 2.09773 2.46768 0.023 0.004 -0.016
H -3.91730 0.36180 2.23180 -0.005 0.044 -0.014
H -2.36447 2.12156 0.27993 -0.017 0.020 0.008
H -4.06752 1.69353 0.10573 -0.017 -0.015 0.014
H -3.31359 -1.41228 -1.24698 0.007 -0.002 -0.028
H -4.61095 -0.66373 -0.29466 -0.009 -0.016 0.000
H -3.96737 0.16799 -1.73103 -0.015 -0.004 0.000
Cl 2.22581 -2.02396 2.69180 0.036 0.016 0.007
C 3.74974 -2.20205 1.83376 -0.047 -0.011 0.130
C 4.70715 -3.00616 2.43093 -0.009 0.018 -0.010
C 5.92712 -3.17902 1.79971 0.005 0.014 -0.028
C 6.18006 -2.55275 0.58425 -0.044 -0.013 0.058
C 5.20777 -1.75825 0.00716 0.013 0.026 -0.028
C 3.96576 -1.55888 0.62432 0.013 -0.054 -0.132
P 2.74185 -0.49928 -0.20933 0.032 0.019 0.053
C 2.85833 -1.09446 -1.93006 -0.006 0.054 -0.009
C 2.96662 -0.25151 -3.03321 0.008 0.032 -0.008
C 3.02741 -0.77829 -4.31831 0.001 -0.018 0.035
C 2.98958 -2.15042 -4.51427 -0.009 0.003 0.006
C 2.89337 -2.99835 -3.41710 -0.043 -0.045 -0.022
C 2.81900 -2.47482 -2.13656 -0.059 -0.052 0.039
C 3.48402 1.16021 -0.13982 -0.006 0.000 0.050
C 2.89215 2.21461 -0.83686 -0.069 0.011 -0.020
C 3.41295 3.49531 -0.76309 0.006 -0.004 0.010
C 4.51621 3.75282 0.04077 -0.007 -0.026 -0.012
C 5.09221 2.72027 0.76382 0.008 0.005 -0.019
C 4.58471 1.43148 0.67261 0.039 -0.047 -0.003
H 4.49640 -3.48576 3.37577 0.001 -0.009 0.018
H 6.67951 -3.80517 2.25909 0.010 -0.003 0.001
H 7.13156 -2.68569 0.08960 0.020 -0.003 -0.008
H 5.40897 -1.27571 -0.94170 -0.003 0.003 -0.002
H 3.05885 0.81717 -2.89959 -0.010 0.011 -0.007
H 3.14807 -0.11395 -5.16372 -0.001 0.019 -0.016
H 3.07008 -2.56112 -5.51177 -0.005 -0.004 -0.011
H 2.90738 -4.07146 -3.56038 -0.011 0.002 0.007
H 2.78164 -3.14876 -1.28677 -0.030 -0.005 -0.016
H 2.02689 2.02251 -1.45603 -0.089 0.009 0.000
H 2.96678 4.29508 -1.33936 -0.029 0.029 -0.009
H 4.92881 4.75052 0.09668 -0.002 0.021 0.009
H 5.95172 2.91134 1.39138 0.014 0.000 0.012
H 5.06274 0.64079 1.23492 -0.001 -0.014 0.005
C -0.77433 -3.42194 -1.75698 0.074 0.058 0.007
O -0.51335 -2.00882 -1.72802 -0.004 0.071 0.056
C -0.59807 -1.33202 -2.86799 0.000 0.033 0.000
C -0.86321 -1.89384 -4.09875 0.042 0.069 0.071
C -0.97475 -1.06601 -5.21257 0.024 0.074 0.040
Br -1.28651 -1.80650 -6.87872 -0.016 -0.035 -0.084
C -0.87199 0.33705 -5.10543 -0.024 -0.064 0.024
C -0.61018 0.92782 -3.89879 0.032 0.028 0.008
C -0.39207 0.11506 -2.71389 0.132 -0.054 0.017
O -0.02472 0.59861 -1.62439 -0.258 -0.023 -0.035
C -0.53164 2.37850 -3.77908 -0.037 -0.093 -0.048
N -0.36608 3.04756 -2.63851 0.049 0.118 -0.010
C -0.35518 4.41683 -2.89028 -0.013 -0.028 0.044
C -0.21086 5.51733 -2.05115 0.019 -0.029 -0.053
C -0.24841 6.75363 -2.65942 -0.007 0.012 -0.034
C -0.42559 6.89416 -4.04884 0.003 0.004 0.039
C -0.57105 5.80389 -4.87904 0.003 -0.022 0.045
C -0.53110 4.55822 -4.26213 -0.023 0.006 -0.060
N -0.64157 3.26617 -4.77395 0.052 0.048 0.076
H -1.79902 -3.61036 -2.07775 -0.007 -0.012 -0.028
H -0.63252 -3.76672 -0.73715 0.005 -0.017 -0.002
H -0.06630 -3.91918 -2.41644 0.038 -0.061 -0.008
H -0.97335 -2.96049 -4.22344 -0.021 -0.001 0.010
H -1.01560 0.91724 -6.00583 -0.004 0.007 -0.035
H -0.23031 2.55447 -1.76277 0.029 -0.023 -0.049
H -0.07322 5.41111 -0.98454 0.005 0.000 0.027
H -0.14071 7.64343 -2.05561 0.000 0.016 0.004
H -0.44953 7.88688 -4.47513 0.003 0.017 0.001
H -0.70824 5.91606 -5.94497 -0.003 -0.001 -0.021
H -0.77541 3.04165 -5.74675 0.004 -0.011 -0.011
C -0.61757 -4.02849 3.04332 -0.076 -0.054 0.036
As -1.56798 -2.35789 2.80397 0.009 0.015 -0.064
C -3.07031 -2.83335 1.67137 0.022 -0.004 -0.014
C -2.28303 -1.90613 4.59740 0.172 0.036 -0.069
C -3.73005 -2.25705 4.69652 0.007 0.004 0.076
C -4.13769 -3.58580 4.81365 0.037 -0.013 -0.005
C -5.48377 -3.90225 4.88684 -0.025 0.033 0.004
C -6.43767 -2.89240 4.84501 -0.009 -0.033 0.004
C -6.04130 -1.56706 4.73686 0.036 0.015 0.007
C -4.69233 -1.25074 4.66297 -0.035 -0.019 -0.100
H -1.32938 -4.76195 3.42447 0.023 -0.029 -0.010
H 0.19294 -3.89949 3.75648 -0.005 0.016 0.007
H -0.20866 -4.37563 2.09656 -0.006 0.009 -0.012
H -3.19590 -3.91491 1.68674 -0.039 0.006 0.019
H -2.87392 -2.49191 0.65821 0.022 -0.038 0.005
H -3.97595 -2.36091 2.04768 -0.006 0.016 0.020
H -2.10313 -0.84390 4.74636 -0.019 -0.019 0.028
H -1.64644 -2.47816 5.27491 -0.047 0.010 0.026
H -3.39902 -4.37811 4.87352 0.011 0.005 0.009
H -5.79141 -4.93328 4.99312 -0.002 -0.014 0.006
H -7.48798 -3.13824 4.91762 -0.012 -0.006 -0.011
H -6.78221 -0.77939 4.72956 -0.012 0.010 0.006
H -4.38239 -0.21374 4.60112 0.011 0.014 0.024
```
Forces are in eV/Å.

Properties
Charge: +3
2S+1: 1
E_tot: -220162.3617 eV
HOMO level (spin up / spin down): -14.7 / -14.4 eV
Orbital gap (spin up / spin down): 5.1 / 4.6 eV

=====

[4]
A molecular structure, C24H45Cl3CoN3O4Si at a distorted geometry, computed with ωB97M-V with the def2-TZVPD basis set.

XYZ file:
```
81
Properties=species:S:1:pos:R:3:forces:R:3
C -1.53698 -1.96962 -3.65158 0.014 0.455 -0.238
C -1.04086 -2.85082 -2.55670 0.312 -1.085 0.591
H -1.21031 -2.31929 -4.63585 -0.169 0.144 0.104
H -1.16310 -0.93813 -3.51582 -0.199 -0.495 -0.039
H -2.63834 -1.92344 -3.63957 0.260 -0.015 0.001
C -0.48457 -4.06072 -2.74221 -0.549 0.555 0.051
C -0.31356 -4.74100 -4.05691 0.258 -0.289 -0.386
H -0.17625 -4.65612 -1.88222 -0.112 0.206 -0.086
H -0.47092 -4.07854 -4.91502 0.044 -0.187 0.189
H -1.00391 -5.59146 -4.15609 0.082 0.119 -0.011
H 0.69970 -5.15685 -4.13194 -0.076 0.008 -0.114
Co -0.67672 0.54454 -1.00932 0.399 -1.429 0.041
Cl -2.72617 0.59918 -0.29366 -1.750 0.416 0.531
Cl -0.08781 1.20963 -2.96762 0.501 0.966 -1.451
H 0.68525 3.99949 2.90426 0.052 -0.129 -0.114
H -1.13715 5.44248 2.04644 -0.023 -0.047 -0.211
C 0.98577 3.76803 1.87450 0.001 0.160 0.135
C -0.88576 5.17645 1.01230 0.180 -0.371 -0.205
N -0.16700 3.90566 0.99764 0.160 0.907 0.458
H 1.37192 2.74771 1.80408 -0.113 0.221 -0.015
C -0.50976 2.91220 0.19807 1.039 -2.988 -0.094
O 0.08759 1.78422 0.24259 -0.852 3.674 0.584
H -1.80295 5.06286 0.42509 0.166 0.109 0.157
H -1.34992 3.07873 -0.49504 0.177 0.059 0.277
H 1.76584 4.48583 1.58631 -0.108 -0.162 -0.014
H -0.27204 5.97755 0.57729 -0.121 -0.125 0.103
H 1.55588 -1.50561 -3.34856 0.121 0.279 0.185
H 2.14355 -3.71615 -1.88162 0.207 0.175 0.029
C 2.44440 -1.04378 -2.89070 -0.294 -0.058 -0.160
C 3.05645 -3.11863 -1.72306 -0.208 0.204 0.086
N 2.75158 -1.70360 -1.64274 0.474 0.045 0.539
H 2.25119 0.01691 -2.70981 -0.024 -0.339 -0.048
C 2.75355 -1.03208 -0.45330 -0.503 0.794 -0.488
O 2.41512 0.13902 -0.29470 0.793 -1.294 -0.105
H 3.53359 -3.43347 -0.78860 -0.037 -0.077 -0.171
H 3.13792 -1.67160 0.37798 -0.270 0.197 -0.190
H 3.28857 -1.17373 -3.58566 -0.050 0.082 0.119
H 3.73057 -3.30175 -2.57094 0.008 0.010 0.223
O -0.23017 -1.24368 -1.02575 0.525 -1.254 -0.117
C -1.17478 -2.24398 -1.16202 -0.086 0.566 0.659
C 0.15275 -3.73648 0.41060 -0.037 -0.356 0.216
C -1.08472 -3.26805 -0.01868 -0.307 0.008 -0.568
H 1.03887 -3.21366 0.05915 -0.151 -0.145 0.032
C 0.23407 -4.85500 1.24712 0.012 0.423 0.004
H -2.18585 -1.79838 -1.09240 -0.025 -0.306 -0.080
C -2.25015 -3.82532 0.51744 0.359 -0.265 -0.064
H 1.21739 -5.23738 1.53210 -0.272 0.038 -0.017
C -0.93022 -5.46003 1.72468 -0.217 0.084 -0.186
C -2.17728 -4.93365 1.36772 0.103 0.271 0.089
H -3.20808 -3.38782 0.23432 0.148 -0.204 0.029
H -0.87532 -6.33702 2.36606 0.018 0.126 -0.071
H -3.09802 -5.37300 1.76009 0.296 0.076 -0.080
Si -0.39144 4.35795 -5.11943 -0.172 -0.476 0.062
Cl -0.68508 2.52444 -6.10097 0.038 0.544 -0.294
C 1.44299 4.49163 -4.79556 0.116 0.000 0.047
C -1.47834 4.22124 -3.61944 -0.016 0.055 0.229
C -0.95724 5.79841 -6.18685 -0.043 0.046 -0.286
H 1.81653 3.57434 -4.32205 -0.149 0.188 -0.056
H 1.66277 5.34134 -4.13598 -0.023 -0.117 -0.075
H 1.99039 4.64537 -5.73620 -0.142 -0.049 0.180
H -0.32204 5.91819 -7.07541 -0.137 -0.058 0.164
H -0.91980 6.74531 -5.62673 0.031 -0.265 -0.029
H -1.99231 5.65832 -6.52837 0.229 -0.006 0.093
H -1.16553 3.35887 -3.01661 -0.038 0.182 -0.213
H -2.51973 4.04615 -3.91989 0.185 0.112 0.018
H -1.42992 5.12380 -3.00302 -0.068 0.074 -0.019
C -0.30433 -0.82831 5.44818 0.261 -0.164 -0.169
N -0.43022 -0.58508 4.01926 0.091 -0.074 0.402
C -1.41056 0.38911 3.59256 -0.259 0.274 -0.221
C 0.36068 -1.14790 3.05474 -0.559 0.339 -1.464
C 1.46449 -2.07630 3.50059 0.098 -0.068 0.241
O 0.15555 -0.89449 1.86611 0.563 -0.348 1.520
H -0.98660 -0.14362 5.96148 0.236 -0.232 0.010
H 0.72157 -0.64026 5.80124 -0.327 0.023 0.051
H -0.57278 -1.86414 5.71221 0.049 0.270 -0.005
H -0.94154 1.36706 3.39463 -0.109 -0.188 -0.026
H -1.91315 0.07239 2.67102 0.128 0.073 0.198
H -2.12923 0.50581 4.40773 -0.081 0.051 -0.265
H 1.13310 -3.12221 3.44306 -0.004 0.267 -0.020
H 2.31013 -1.94493 2.82324 -0.139 -0.033 0.036
H 1.77945 -1.85974 4.52663 0.081 -0.177 -0.220
```
Forces are in eV/Å.

Properties
Charge: -1
2S+1: 4
<S²>: 3.758
E_tot: -121356.7775 eV
HOMO level (spin up / spin down): -4.3 / -4.2 eV
Orbital gap (spin up / spin down): 6.7 / 6.6 eV
ΔE to the lowest compared entry with this formula, charge and spin: 0.0 kcal per mole